Entry 1:
DFT (wB97M-V/def2-TZVPD) results for a molecular structure, C26H22BrI2IrN5O3S in a non-equilibrium geometry.

CARTESIAN COORDINATES (ANGSTROEM)
Ir 0.5420 -0.9275 -1.0653
I 5.5114 3.9057 2.4283
C 4.0140 2.9490 1.3422
C 3.0133 3.6899 0.7332
C 2.0337 3.0465 0.0031
I 0.6145 4.2337 -0.9708
C 1.9902 1.6433 -0.1508
O 0.9957 1.1287 -0.8686
C 3.0351 0.9148 0.4759
C 3.1724 -0.5840 0.3613
N 2.6198 -0.9916 -0.9379
C 2.9738 -2.3393 -1.4394
C 2.2578 -2.4905 -2.7698
C 2.6499 -3.3787 -3.7529
C 1.8980 -3.4722 -4.9128
C 0.7849 -2.6597 -5.0681
C 0.4555 -1.7835 -4.0541
N 1.1759 -1.7042 -2.9325
C 4.0255 1.5757 1.1927
H 3.0063 4.7680 0.8100
H 2.6485 -1.1430 1.1360
H 4.2337 -0.8442 0.4165
H 2.9575 -0.3223 -1.6312
H 2.6099 -3.0853 -0.7333
H 4.0543 -2.4547 -1.5511
H 3.5236 -3.9964 -3.5987
H 2.1795 -4.1696 -5.6897
H 0.1794 -2.6976 -5.9614
H -0.3936 -1.1172 -4.1252
H 4.8225 0.9948 1.6401
Br -1.5952 1.4993 -2.5010
C -2.3364 -0.1142 -1.9021
C -3.7086 -0.3001 -1.9323
C -4.2224 -1.5267 -1.5458
C -3.3531 -2.5472 -1.1930
C -2.0009 -2.2856 -1.1914
N -1.4996 -1.0723 -1.5029
C -0.9721 -3.3705 -0.8949
O -1.3035 -4.5246 -0.8097
O 0.2499 -2.9235 -0.7833
H -4.3489 0.5018 -2.2674
H -5.2917 -1.6883 -1.5474
H -3.6831 -3.5425 -0.9328
N -1.2051 1.4508 0.9533
C -0.9472 0.4306 1.7540
S -0.0218 -0.9313 1.2495
N -1.4191 0.3960 3.0049
C -2.1484 1.4339 3.6587
C -1.6995 1.8878 4.8916
C -2.4025 2.8843 5.5487
C -3.5413 3.4312 4.9744
C -3.9900 2.9645 3.7484
C -3.3021 1.9563 3.0890
H -0.6026 1.5437 0.1213
H -1.6205 2.2921 1.3307
H -1.1138 -0.3843 3.5679
H -0.8038 1.4647 5.3283
H -2.0527 3.2405 6.5079
H -4.0827 4.2142 5.4867
H -4.8893 3.3724 3.3080
H -3.6768 1.5580 2.1549

Cartesian forces (eV/Å) of the 3 atoms listed first:
Ir 0.4139 -0.3685 0.8386
I -0.0104 -0.0090 -0.0003
C 0.0321 -0.0355 0.0054

Values from the calculation:
* energy: -140828.12822 eV
* F_max: 1.0 eV Å⁻¹
* charge: +1
* LUMO: -2.9 eV
* HOMO level: -0.3719 hartree

---

Entry 2:
DFT (wB97M-V/def2-TZVPD) results for a molecular structure, C26H22BrMoN5O3 in a non-equilibrium geometry.

CARTESIAN COORDINATES (ANGSTROEM)
Mo -0.3678 0.5345 -0.0101
O -0.1949 2.0223 -0.8737
C -0.4377 3.3665 -0.8641
C -0.2664 4.1427 -1.9879
C -0.5812 5.4961 -1.9278
C -1.0518 6.0553 -0.7479
C -1.1880 5.2772 0.3882
C -0.8872 3.9137 0.3562
C -1.0573 3.0934 1.5262
N -0.8857 1.8037 1.5458
N -1.1638 1.1675 2.7358
C -1.1309 -0.1117 2.5924
O -0.8230 -0.5647 1.3416
C -1.4423 -1.0317 3.6630
C -1.6988 -0.5532 4.9530
C -2.0477 -1.4403 5.9510
C -2.1419 -2.8003 5.6757
C -1.8813 -3.2813 4.3984
C -1.5294 -2.4020 3.3943
H 0.0956 3.6942 -2.9040
H -0.4638 6.1107 -2.8093
H -1.3120 7.1039 -0.7167
H -1.5421 5.7234 1.3090
H -1.3584 3.5672 2.4560
H -1.6193 0.5078 5.1431
H -2.2446 -1.0757 6.9495
H -2.4243 -3.4903 6.4592
H -1.9532 -4.3409 4.1955
H -1.3371 -2.7581 2.3902
C 4.0806 0.5674 -4.0798
C 3.7402 0.5200 -2.6211
C 4.7090 0.4622 -1.6225
C 4.3387 0.4096 -0.2886
C 2.9899 0.4137 -0.0003
Br 2.3843 0.3201 1.7940
N 2.0395 0.4605 -0.9268
C 2.4134 0.5143 -2.2066
H 5.1566 0.5768 -4.2338
H 3.6584 1.4574 -4.5472
H 3.6686 -0.3013 -4.5949
H 5.7581 0.4468 -1.8891
H 5.0656 0.3601 0.5084
H 1.6140 0.5438 -2.9392
N -1.0855 -5.1841 -0.0764
C -1.3525 -4.8395 -1.3558
O -1.8033 -5.6027 -2.1752
C -1.1145 -3.3916 -1.7566
C -1.5060 -3.0475 -3.0460
C -1.3515 -1.7393 -3.4774
C -0.8791 -0.8032 -2.5862
N -0.5246 -1.1098 -1.3190
C -0.6064 -2.3986 -0.9409
H -1.2414 -6.1485 0.1728
H -0.6314 -4.5941 0.5925
H -1.9308 -3.8204 -3.6734
H -1.6202 -1.4429 -4.4810
H -0.7948 0.2393 -2.8696
H -0.2389 -2.5984 0.0568

Cartesian forces (eV/Å) of the 3 atoms listed first:
Mo 3.3143 -2.1798 -1.6191
O -0.8521 2.9906 -2.0211
C -0.1544 0.8949 0.5934

Values from the calculation:
* energy: -112795.82407 eV
* F_max: 4.3 eV Å⁻¹
* charge: +2
* LUMO (spin up / spin down): -7.6 / -7.6 eV
* HOMO level (spin up / spin down): -0.5187 / -0.5183 hartree

---

Entry 3:
DFT (wB97M-V/def2-TZVPD) results for a single C26H22ClN3O5S molecule in a non-equilibrium geometry.

CARTESIAN COORDINATES (ANGSTROEM)
C -4.0048 -2.6590 -1.2908
N -3.3332 -1.3940 -1.0922
S -4.3069 -0.0288 -1.2869
O -4.1334 0.5625 -2.5800
O -5.6294 -0.3667 -0.8522
C -3.5417 1.0041 -0.0364
C -2.5272 1.8723 -0.3818
C -1.8187 2.5357 0.6192
C -2.1925 2.3173 1.9530
C -3.2457 1.4815 2.2821
C -3.9184 0.8066 1.2775
H -4.7345 0.1363 1.4899
H -3.5188 1.3493 3.3174
Cl -1.3059 3.0985 3.2222
N -0.7058 3.3251 0.3611
C -0.2200 3.7466 -0.8435
O -0.8166 3.7267 -1.8874
C 1.2512 4.1661 -0.6990
H 1.3662 5.0329 -0.0434
H 1.6906 4.3710 -1.6793
O 1.8871 3.0410 -0.0946
C 2.7766 2.3384 -0.8273
O 3.3197 2.7648 -1.8098
C 2.9108 0.9645 -0.2749
C 1.7630 0.3141 0.1112
C 1.8265 -1.0382 0.5201
N 2.9611 -1.6972 0.5522
C 4.1027 -1.0843 0.2014
C 5.3023 -1.8257 0.2616
C 6.4872 -1.2491 -0.0992
C 6.5285 0.0856 -0.5335
C 5.3855 0.8350 -0.6002
C 4.1480 0.2711 -0.2389
H 5.4162 1.8579 -0.9413
H 7.4756 0.5202 -0.8162
H 7.4044 -1.8176 -0.0535
H 5.2454 -2.8482 0.6002
C 0.6100 -1.7771 0.8863
C -0.5225 -1.1407 1.3904
C -1.6503 -1.8726 1.7124
C -1.6660 -3.2454 1.5339
C -0.5421 -3.8891 1.0401
C 0.5885 -3.1622 0.7225
H 1.4733 -3.6476 0.3416
H -0.5479 -4.9609 0.9053
H -2.5490 -3.8123 1.7890
H -2.5195 -1.3683 2.1052
H -0.5214 -0.0742 1.5609
H 0.8087 0.8134 0.0503
H -0.1334 3.5076 1.1792
H -2.2925 2.0373 -1.4213
C -2.0693 -1.2759 -1.7802
H -1.5985 -0.3438 -1.4769
H -2.1961 -1.2695 -2.8680
H -1.4286 -2.1078 -1.4896
H -4.9997 -2.5702 -0.8629
H -4.0930 -2.9178 -2.3516
H -3.4457 -3.4391 -0.7733

Cartesian forces (eV/Å) of the 3 atoms listed first:
C -0.3933 -0.1751 -0.0304
N -0.7330 0.8310 -0.0574
S 0.4232 -0.2962 0.3539

Values from the calculation:
* energy: -65385.36361 eV
* F_max: 1.1 eV Å⁻¹
* structure (SMILES): CN(C)S(=O)(=O)c1ccc(Cl)c(NC(=O)COC(=O)c2cc(-c3ccccc3)nc3ccccc23)c1
* LUMO: -0.6 eV
* HOMO level: -0.3232 hartree

---

Entry 4:
DFT (wB97M-V/def2-TZVPD) results for a molecular structure, C26H22GeN5OSV.

CARTESIAN COORDINATES (ANGSTROEM)
V -1.8945 0.3563 -0.5192
N -1.7955 3.7694 2.2898
C -1.9560 2.6084 1.6491
S -1.8471 2.6469 -0.1006
N -2.2063 1.5400 2.3647
N -2.3105 0.4442 1.5782
C -2.7655 -0.6384 2.0943
C -2.9033 -1.7962 1.2163
C -3.4306 -2.9996 1.6456
C -3.5383 -4.0394 0.7296
C -3.1341 -3.8379 -0.5783
C -2.6411 -2.5935 -0.9410
N -2.5253 -1.5965 -0.0651
H -1.6936 4.6328 1.7882
H -1.9118 3.7929 3.2898
H -3.0443 -0.6767 3.1426
H -3.7456 -3.1246 2.6716
H -3.9410 -4.9942 1.0386
H -3.2036 -4.6181 -1.3218
H -2.3282 -2.3725 -1.9527
O -1.0347 1.2480 -4.5444
C -1.3352 0.8747 -3.4844
N -1.6362 0.4632 -2.3926
C 2.0546 1.6184 4.0592
C 2.5037 2.3624 2.9794
C 2.0877 2.0458 1.6943
C 1.2169 0.9795 1.4700
C 0.7796 0.2372 2.5686
C 1.1923 0.5494 3.8523
Ge 0.6939 0.5224 -0.3389
C 1.4595 1.6492 -1.7059
C 2.1111 1.0612 -2.7904
C 2.6754 1.8441 -3.7864
C 2.5941 3.2257 -3.7125
C 1.9481 3.8245 -2.6395
C 1.3828 3.0421 -1.6463
C 0.9648 -1.3853 -0.6805
C 0.6046 -1.9979 -1.8827
C 0.8542 -3.3427 -2.1073
C 1.4692 -4.1088 -1.1256
C 1.8443 -3.5153 0.0710
C 1.5955 -2.1689 0.2893
H 2.3807 1.8646 5.0611
H 3.1856 3.1879 3.1348
H 2.4637 2.6314 0.8643
H 0.1136 -0.6076 2.4251
H 0.8459 -0.0398 4.6913
H 2.1979 -0.0167 -2.8628
H 3.1779 1.3724 -4.6202
H 3.0316 3.8365 -4.4908
H 1.8819 4.9028 -2.5793
H 0.8686 3.5272 -0.8249
H 0.1359 -1.4183 -2.6695
H 0.5797 -3.7885 -3.0550
H 1.6699 -5.1577 -1.2997
H 2.3434 -4.0992 0.8332
H 1.9138 -1.7274 1.2256

Cartesian forces (eV/Å) of the 3 atoms listed first:
V 0.4095 0.7624 -0.0958
N -0.0395 -0.0250 0.0432
C 0.0365 0.1023 0.2096

Values from the calculation:
* ⟨S²⟩: 0.96
* energy: -129851.29755 eV
* F_max: 0.9 eV Å⁻¹
* multiplicity: 2
* charge: +1
* LUMO (spin up / spin down): -4.6 / -4.3 eV
* HOMO level (spin up / spin down): -0.4288 / -0.4028 hartree

---

Entry 5:
DFT (wB97M-V/def2-TZVPD) results for a molecular structure, C26H22IMgN2O3S.

CARTESIAN COORDINATES (ANGSTROEM)
Mg 0.5146 0.5014 -0.0031
C -3.8917 -0.2466 -1.0330
C -3.5218 1.1715 -0.7343
N -4.4598 2.0774 -0.6859
C -4.1296 3.3609 -0.4237
C -2.8520 3.7877 -0.1998
C -2.6040 5.2464 0.0923
O -1.7214 5.8663 -0.8404
C -1.8008 2.8205 -0.2257
C -0.4573 3.2783 -0.0022
N 0.6084 2.5519 0.1733
C 1.8383 3.2387 0.3655
C 1.9304 4.3820 1.1564
C 3.1428 5.0305 1.3206
C 4.2873 4.5418 0.7117
C 4.2233 3.3901 -0.0581
C 3.0058 2.7493 -0.2190
I 2.9611 1.0037 -1.3821
C -2.1356 1.4801 -0.5049
O -1.2792 0.5066 -0.5853
H -4.9649 -0.3167 -1.1844
H -3.5902 -0.9092 -0.2187
H -3.3707 -0.5951 -1.9274
H -4.9548 4.0628 -0.3975
H -2.1364 5.3810 1.0700
H -3.5626 5.7684 0.1261
H -2.1810 5.9593 -1.6816
H -0.3344 4.3588 -0.0192
H 1.0483 4.7525 1.6613
H 3.1934 5.9166 1.9381
H 5.2347 5.0463 0.8391
H 5.1154 3.0004 -0.5278
O 0.8659 -1.3257 0.6546
S 0.5368 -2.3521 -0.4540
C 1.9708 -3.3955 -0.4922
C 2.8585 -3.4209 0.5724
C 3.9578 -4.2616 0.4934
C 4.1512 -5.0568 -0.6283
C 3.2549 -5.0146 -1.6866
C 2.1552 -4.1728 -1.6271
C -0.6995 -3.3988 0.2594
C -1.6865 -3.8854 -0.5823
C -2.6658 -4.7119 -0.0490
C -2.6493 -5.0193 1.3019
C -1.6583 -4.5095 2.1346
C -0.6684 -3.6933 1.6167
H 2.6968 -2.7868 1.4333
H 4.6660 -4.2957 1.3099
H 5.0116 -5.7100 -0.6807
H 3.4151 -5.6292 -2.5615
H 1.4540 -4.1217 -2.4513
H -1.7005 -3.6147 -1.6306
H -3.4467 -5.1025 -0.6866
H -3.4193 -5.6563 1.7155
H -1.6607 -4.7501 3.1888
H 0.1048 -3.2785 2.2493

Cartesian forces (eV/Å) of the 3 atoms listed first:
Mg -0.2385 -0.0338 0.1041
C 0.0386 -0.0649 -0.0434
C 0.0521 0.0005 0.0217

Values from the calculation:
* energy: -60819.41438 eV
* F_max: 0.5 eV Å⁻¹
* charge: +1
* LUMO: -3.1 eV
* HOMO level: -0.3903 hartree

---

Entry 6:
DFT (wB97M-V/def2-TZVPD) results for a molecular structure, C26H22LiN5S5.

CARTESIAN COORDINATES (ANGSTROEM)
Li 0.1535 -0.1362 0.1490
N 1.0899 0.1353 -4.1910
C 0.1176 -0.1058 -3.2338
S -1.2048 0.9597 -3.0996
N 0.2564 -1.2752 -2.6293
N -0.3414 -1.4066 -1.4418
C -0.8024 -2.5737 -1.1342
C -0.8080 -3.7071 -2.0974
C -0.1514 -4.8972 -1.7976
C -0.1131 -5.9400 -2.7156
C -0.7354 -5.8047 -3.9497
C -1.3969 -4.6207 -4.2566
C -1.4290 -3.5800 -3.3392
C -1.3147 -2.7530 0.2375
C -2.1276 -3.8398 0.5835
C -2.6115 -3.9370 1.8750
C -2.2645 -2.9679 2.8048
C -1.4445 -1.9336 2.3775
N -0.9913 -1.8185 1.1369
H 1.1426 1.1086 -4.4376
H 1.9753 -0.2864 -3.9512
H 0.3445 -4.9971 -0.8378
H 0.4146 -6.8541 -2.4712
H -0.6937 -6.6110 -4.6734
H -1.8828 -4.5033 -5.2183
H -1.9296 -2.6488 -3.5790
H -2.3808 -4.5786 -0.1652
H -3.2568 -4.7622 2.1560
H -2.6134 -3.0106 3.8282
H -1.1105 -1.1662 3.0726
S 3.9863 0.9381 2.8393
C 2.7522 0.5616 1.7100
S 2.2978 -1.0751 1.3745
S 1.9087 1.8107 0.8444
N -1.3808 1.0542 0.7787
S -2.2013 2.1619 0.0645
C -2.0280 3.7005 1.0020
C -2.9392 4.7472 0.8905
C -2.7242 5.9137 1.6087
C -1.5991 6.0322 2.4213
C -0.6853 4.9906 2.5025
C -0.8913 3.8138 1.7881
C -3.9700 1.9053 0.3717
C -4.7461 1.5164 -0.7072
C -6.0702 1.1357 -0.5044
C -6.6021 1.1360 0.7742
C -5.8143 1.5214 1.8548
C -4.4970 1.9041 1.6541
H -1.5445 1.0172 1.7857
H -3.8147 4.6459 0.2563
H -3.4321 6.7322 1.5347
H -1.4339 6.9442 2.9833
H 0.2050 5.0841 3.1126
H -0.1537 3.0047 1.8111
H -4.3009 1.4945 -1.6985
H -6.6795 0.8248 -1.3450
H -7.6274 0.8247 0.9355
H -6.2274 1.5164 2.8561
H -3.8772 2.2071 2.4919

Cartesian forces (eV/Å) of the 3 atoms listed first:
Li 0.4640 0.0795 0.3152
N 0.0059 0.0375 -0.0404
C -0.2219 -0.5684 -0.0005

Values from the calculation:
* energy: -89151.96611 eV
* F_max: 0.6 eV Å⁻¹
* charge: -2
* LUMO: 4.0 eV
* HOMO level: 0.0062 hartree